Entry 1:
{"formula": "C40H63BrClNO19P", "method": "ωB97M-V with the def2-TZVPD basis set", "elements": ["C", "O", "H", "C", "C", "C", "H", "H", "O", "O", "O", "H", "P", "H", "O", "H", "C", "C", "H", "H", "C", "H", "O", "H", "H", "C", "H", "C", "C", "H", "H", "C", "C", "C", "H", "H", "O", "O", "C", "H", "H", "H", "C", "H", "H", "H", "O", "C", "H", "O", "Cl", "C", "H", "C", "C", "C", "O", "H", "O", "C", "H", "C", "O", "H", "H", "H", "H", "H", "C", "H", "H", "H", "O", "H", "H", "C", "C", "C", "H", "H", "C", "Br", "H", "C", "C", "H", "H", "H", "O", "C", "H", "H", "H", "H", "O", "H", "O", "C", "O", "H", "H", "H", "H", "H", "H", "H", "C", "C", "H", "C", "H", "C", "C", "H", "O", "C", "H", "N", "C", "H", "C", "H", "H", "H", "C", "H"], "positions_angstrom": [[-5.759, 1.654, -5.080], [0.819, 1.981, -1.431], [7.414, -1.818, -0.924], [-1.971, 0.639, 1.872], [8.477, -2.236, 0.907], [-1.796, 3.808, 5.603], [1.637, -3.523, -0.775], [-7.278, 1.585, -6.609], [5.794, -4.201, 1.757], [-1.083, -1.579, -9.520], [0.389, -2.957, 3.180], [3.401, -2.965, 0.751], [-0.445, 2.656, -1.111], [-0.939, 1.156, -6.739], [0.651, -3.425, 1.022], [8.762, -1.696, 1.809], [2.487, 1.970, 6.036], [6.527, -3.348, 1.338], [-3.015, 0.059, 3.652], [1.583, 1.523, 6.452], [2.667, 1.372, 3.828], [5.878, -1.359, 1.672], [7.776, -0.294, 3.612], [3.670, -4.702, 0.664], [-5.271, 0.793, -5.529], [-0.913, -0.194, 4.016], [3.085, 3.853, 5.170], [-7.184, 1.901, -5.569], [-4.463, -4.115, -3.862], [-1.332, 1.474, 2.168], [-0.995, -0.942, 4.804], [-1.918, -0.714, -6.312], [1.850, 2.650, 3.869], [2.191, 3.231, 5.240], [6.457, 1.101, 4.363], [-3.110, 0.285, -8.698], [-4.406, -1.869, -2.852], [-0.738, 4.001, -1.913], [-4.195, -4.383, -5.343], [-2.761, 2.060, -0.972], [1.393, 3.819, 5.685], [-3.119, -4.394, -5.526], [2.476, -3.998, 2.388], [1.341, -5.088, -0.001], [-4.611, -5.316, -5.715], [-7.953, 1.394, -4.990], [2.957, 0.694, 2.874], [-4.498, -2.603, -3.796], [9.366, -2.453, 0.322], [-0.540, 3.130, 0.419], [-3.562, 1.323, 1.402], [-1.865, 1.577, -1.360], [-0.855, 0.789, 4.492], [2.947, -3.940, 0.936], [6.423, 0.110, 3.905], [-5.043, 2.936, -5.470], [-1.329, -1.576, -7.298], [2.399, -5.019, 2.767], [-1.513, 3.574, 4.292], [-1.433, -1.007, -8.534], [-2.672, 1.318, -6.482], [0.131, -0.202, 0.587], [-3.862, 3.135, -5.544], [-3.703, -4.506, -3.190], [5.497, -1.802, 4.285], [3.093, -3.421, 3.071], [-2.288, 5.058, 3.076], [-7.942, 3.867, -6.219], [6.136, -1.978, 0.812], [-1.523, 4.000, -2.479], [-2.934, -1.057, -6.113], [3.215, 2.105, 6.831], [-4.651, -2.097, -5.036], [0.792, 2.383, 3.804], [-5.437, -4.486, -3.536], [-1.751, 0.144, -0.815], [8.250, -1.119, 4.588], [-7.283, 3.421, -5.480], [5.093, -0.585, 5.494], [-3.040, 5.504, 5.887], [-3.171, 4.434, 5.715], [-1.151, -2.391, -1.964], [-4.294, -2.858, -6.920], [7.153, -1.382, 5.600], [1.636, -4.052, 0.177], [-1.334, -0.791, -5.395], [1.455, -0.733, -0.853], [-2.325, -1.300, 2.791], [-1.015, 3.539, 6.465], [-2.133, -0.269, 3.098], [7.169, -2.425, 5.903], [0.855, -0.056, 1.387], [-5.872, -3.267, -6.215], [-1.990, 1.500, -2.448], [3.048, 1.046, 5.076], [-7.583, 3.759, -4.486], [7.861, -3.478, 1.313], [-3.800, 4.131, 4.355], [-5.948, 3.899, -5.730], [2.111, 3.292, 3.031], [-4.283, 3.153, 4.382], [5.268, -2.052, 0.161], [-0.298, -0.092, -2.450], [-4.533, 4.862, 4.023], [-1.582, -1.173, 0.840], [-1.570, 1.076, -9.064], [-2.063, 0.371, -8.401], [7.403, -1.495, 0.118], [-3.703, 4.008, 6.562], [-0.615, -0.612, -1.551], [0.025, -0.403, 3.495], [5.889, -0.958, 4.856], [-4.807, -3.154, -6.008], [-0.666, 4.087, 0.513], [9.373, -1.519, 4.572], [-2.572, 4.073, 3.454], [5.860, 0.174, 2.978], [0.494, -0.560, -0.583], [-1.905, 0.680, -6.915], [-5.704, 1.553, -3.993], [-1.348, -0.102, 0.673], [7.537, -0.416, 0.143], [-2.693, -0.365, -1.015], [-2.658, 3.367, 2.636], [1.083, -3.407, 2.315], [7.352, -0.759, 6.474]], "atomic_forces_ev_per_a": [[-0.08, 0.07, -0.18], [-0.13, 0.18, 0.06], [-0.02, 0.00, 0.00], [0.39, -0.05, 0.10], [0.13, 0.24, 0.02], [0.00, 0.11, 0.03], [-0.05, -0.06, -0.03], [-0.02, 0.00, 0.00], [0.05, -0.05, 0.00], [0.01, 0.04, 0.00], [0.03, 0.09, 0.00], [0.01, -0.05, -0.01], [0.14, 0.00, -0.05], [0.01, -0.01, 0.00], [-0.05, 0.13, -0.05], [0.05, 0.00, -0.01], [-0.02, 0.09, 0.10], [-0.05, 0.13, 0.12], [0.06, 0.00, 0.00], [-0.02, 0.01, -0.03], [-0.13, 0.02, 0.09], [-0.06, -0.01, -0.02], [-0.25, 0.08, -0.14], [-0.02, 0.00, 0.07], [0.05, -0.02, 0.09], [-0.08, -0.06, 0.10], [0.02, -0.02, 0.01], [0.07, 0.00, -0.02], [0.04, 0.05, -0.15], [-0.23, 0.17, -0.21], [0.03, 0.00, -0.04], [0.01, 0.04, 0.08], [0.18, 0.05, 0.09], [-0.01, 0.05, -0.08], [-0.02, -0.01, 0.04], [0.00, 0.02, -0.03], [0.06, -0.11, 0.26], [-0.21, -0.14, 0.07], [0.04, 0.04, 0.06], [0.03, 0.00, 0.02], [-0.05, -0.06, -0.02], [0.00, -0.02, -0.03], [0.00, 0.14, -0.13], [-0.04, 0.00, 0.04], [-0.05, 0.01, 0.03], [0.02, 0.02, 0.04], [-0.16, -0.02, -0.03], [0.01, 0.27, -0.01], [-0.02, -0.19, 0.04], [0.04, 0.22, -0.16], [-0.08, -0.14, -0.04], [-0.12, 0.13, 0.02], [0.04, -0.01, -0.10], [-0.13, 0.01, 0.10], [0.03, -0.07, 0.17], [-0.11, -0.03, 0.06], [-0.01, 0.03, 0.01], [0.01, -0.01, 0.01], [0.10, 0.05, 0.03], [-0.07, -0.04, -0.03], [-0.03, 0.05, -0.10], [0.17, -0.06, 0.30], [0.07, -0.04, 0.12], [-0.06, 0.00, 0.07], [-0.01, 0.01, -0.02], [-0.01, -0.07, 0.07], [0.02, 0.01, 0.03], [0.04, 0.02, -0.02], [0.12, -0.03, -0.16], [0.17, 0.06, -0.02], [0.03, 0.03, 0.04], [0.03, -0.03, -0.02], [-0.16, -0.05, -0.28], [0.00, 0.03, -0.04], [0.01, -0.02, 0.02], [0.22, -0.13, 0.01], [0.10, 0.03, 0.04], [-0.08, -0.05, 0.02], [0.01, 0.02, -0.01], [-0.01, 0.00, 0.02], [-0.04, -0.15, -0.13], [0.25, -0.54, -0.11], [0.00, 0.05, 0.02], [-0.10, 0.00, -0.16], [0.07, 0.02, -0.15], [0.02, -0.11, -0.01], [0.02, 0.11, 0.01], [0.02, 0.05, -0.03], [0.05, -0.08, 0.03], [0.03, 0.06, 0.12], [0.06, 0.01, 0.06], [0.03, -0.07, -0.05], [0.00, -0.04, 0.01], [-0.03, -0.06, 0.05], [0.06, -0.12, -0.13], [0.00, -0.01, 0.00], [0.02, -0.04, -0.07], [0.04, -0.05, 0.07], [0.05, 0.02, 0.01], [-0.07, -0.05, -0.07], [-0.01, 0.00, -0.03], [-0.01, 0.00, 0.05], [0.05, -0.25, -0.09], [0.03, 0.04, 0.02], [-0.12, 0.10, -0.06], [-0.05, -0.02, -0.06], [0.11, -0.03, 0.16], [-0.02, -0.02, 0.02], [0.02, 0.06, 0.05], [-0.09, 0.79, 0.26], [-0.04, 0.00, 0.03], [0.03, -0.02, 0.07], [0.03, -0.11, 0.05], [0.04, -0.23, 0.04], [-0.03, -0.05, -0.02], [0.02, -0.11, 0.00], [0.07, 0.07, -0.04], [-0.22, -0.18, -0.07], [0.06, 0.06, -0.04], [0.01, -0.03, 0.01], [-0.25, -0.30, -0.07], [0.04, 0.00, 0.05], [-0.01, 0.10, -0.02], [-0.14, 0.15, -0.14], [0.04, -0.10, -0.02], [0.00, -0.02, 0.02]], "lowdin_charge": [-0.072, -0.244, 0.118, -0.600, -0.127, -0.475, 0.095, 0.121, 0.105, 0.134, 0.118, 0.095, 0.442, 0.122, -0.031, 0.107, -0.124, -0.480, 0.099, 0.130, -0.487, 0.101, -0.002, 0.114, 0.113, -0.079, 0.123, -0.143, -0.066, 0.082, 0.089, -0.160, -0.068, -0.134, 0.130, 0.131, 0.074, -0.092, -0.132, 0.067, 0.101, 0.121, -0.050, 0.132, 0.121, 0.118, 0.081, -0.506, 0.130, -0.119, 0.732, -0.188, 0.067, -0.152, -0.155, -0.489, 0.014, 0.142, -0.012, -0.479, 0.085, 0.055, 0.096, 0.117, 0.113, 0.125, 0.131, 0.128, -0.074, 0.100, 0.097, 0.129, -0.017, 0.099, 0.136, -0.311, -0.482, -0.142, 0.103, 0.137, -0.061, 0.874, 0.122, -0.062, -0.162, 0.117, 0.186, 0.117, 0.127, -0.246, 0.129, 0.157, 0.130, 0.115, 0.016, 0.127, 0.050, -0.137, 0.033, 0.129, 0.117, 0.107, 0.105, 0.120, 0.165, 0.128, -0.063, -0.134, 0.131, -0.634, 0.052, -0.141, -0.135, 0.100, 0.136, -0.165, 0.097, 0.104, -0.142, 0.132, -0.227, 0.120, 0.118, 0.049, -0.466, 0.134], "max_force_ha_per_bohr": 0.0164, "total_charge": 1, "gap_ev": 8.22, "lumo_energy_ev": -3.48}

---

Entry 2:
{"formula": "C6H10", "method": "ωB97M-V with the def2-TZVPD basis set", "elements": ["H", "H", "H", "C", "H", "C", "C", "H", "C", "H", "C", "C", "H", "H", "H", "H"], "positions_angstrom": [[1.384, -1.262, 0.394], [-2.608, -1.478, -0.180], [-0.976, -1.899, -0.109], [-1.151, 1.582, 0.034], [-1.406, 2.284, 0.856], [-1.113, 0.074, 0.474], [0.065, 0.798, 0.080], [-1.046, -0.028, 1.526], [-1.570, -1.067, -0.344], [-1.413, -0.882, -1.439], [1.582, 0.768, -0.227], [2.209, -0.470, 0.182], [2.878, -0.973, -0.638], [2.676, -0.579, 1.244], [2.139, 1.446, -0.905], [-1.649, 1.687, -0.948]], "atomic_forces_ev_per_a": [[1.06, 1.17, -0.73], [0.74, 1.04, -0.09], [1.12, -1.28, 0.25], [-1.18, -0.64, -0.05], [0.26, -0.32, -0.90], [0.65, 0.95, 0.37], [8.18, 1.55, -2.71], [-0.81, -0.43, 1.14], [-1.61, -0.36, -1.48], [-0.29, -0.02, 0.93], [-7.25, 0.40, 0.84], [0.55, -4.61, 1.00], [-0.87, 1.07, 1.70], [0.00, 0.94, -1.91], [-0.87, 0.12, 0.98], [0.32, 0.42, 0.67]], "lowdin_charge": [0.081, 0.093, 0.042, -0.064, 0.110, -0.323, -0.198, 0.124, -0.077, 0.104, -0.081, -0.202, 0.099, 0.095, 0.088, 0.110], "max_force_ha_per_bohr": 0.1702, "relative_energy_kj_mol": 349.82, "gap_ev": 9.13, "smiles": "C/C=C1/C[C@H]1C", "lumo_energy_ev": 0.98}

---

Entry 3:
{"formula": "C9H18BrN3O4", "method": "ωB97M-V with the def2-TZVPD basis set", "elements": ["N", "C", "H", "C", "H", "O", "H", "H", "C", "C", "H", "O", "H", "H", "O", "C", "N", "H", "H", "H", "Br", "O", "H", "H", "H", "H", "C", "H", "C", "N", "H", "C", "C", "H", "H"], "positions_angstrom": [[-2.665, -0.919, 1.342], [-0.481, 1.086, -0.054], [-2.109, -2.736, -0.569], [-0.669, 2.573, 0.298], [-1.826, 0.551, -1.634], [-1.003, 1.153, 3.302], [1.382, 1.672, -0.976], [4.932, -0.482, 0.544], [-2.417, -0.805, -0.094], [2.778, -0.276, -0.555], [1.422, -0.841, -2.104], [3.345, -1.537, -0.294], [3.372, 0.271, -1.306], [-1.101, 3.214, -0.466], [-1.450, 2.432, 1.480], [0.622, 0.895, -1.092], [-1.553, -1.886, -0.541], [0.879, -1.199, -0.439], [-3.120, -0.103, 1.731], [-3.625, -1.639, -1.534], [0.988, 3.465, 0.882], [-0.145, 0.627, 1.271], [-2.654, 1.293, -0.276], [2.744, 0.346, 0.353], [-4.066, -0.108, -1.144], [-1.820, -1.104, 1.864], [1.355, -0.465, -1.083], [0.172, 1.061, -2.074], [4.505, -1.491, 0.521], [-3.710, -0.978, -0.774], [4.251, -1.775, 1.547], [-0.870, 1.373, 2.143], [-1.868, 0.578, -0.543], [-0.846, -2.072, 0.163], [5.251, -2.174, 0.113]], "atomic_forces_ev_per_a": [[0.09, -0.09, -0.10], [0.19, 1.05, -0.73], [-0.03, 0.02, 0.07], [-0.06, -0.27, 0.51], [0.01, 0.00, 0.11], [0.03, 0.02, -0.41], [-0.15, 0.00, 0.08], [0.03, -0.10, -0.04], [-0.44, 0.01, 0.01], [-0.33, 0.16, -0.02], [-0.19, -0.28, 0.16], [0.08, -0.03, -0.03], [0.05, -0.01, 0.12], [-0.34, -0.14, 0.30], [0.48, 0.22, -0.11], [0.30, -0.58, 0.07], [-0.01, -0.08, 0.08], [-0.11, 0.00, -0.21], [-0.09, -0.04, 0.01], [0.00, 0.11, -0.11], [-0.05, 0.13, -0.33], [-0.30, -0.31, 0.01], [0.16, 0.03, 0.10], [0.03, -0.14, 0.01], [-0.03, -0.02, -0.06], [0.05, 0.16, 0.03], [0.54, 0.39, 0.12], [-0.06, 0.02, 0.16], [-0.07, 0.22, -0.06], [0.20, -0.02, 0.13], [0.07, -0.04, -0.04], [-0.14, -0.14, 0.34], [0.10, -0.32, -0.16], [0.06, 0.08, -0.08], [-0.07, -0.03, 0.09]], "lowdin_charge": [0.097, -0.420, 0.084, -0.545, 0.124, 0.186, 0.063, 0.084, -0.646, -0.255, 0.121, -0.183, 0.132, 0.124, -0.007, -0.125, 0.098, 0.090, 0.081, 0.070, 0.814, 0.062, 0.124, 0.123, 0.065, 0.070, -0.137, 0.124, -0.102, 0.081, 0.087, -0.602, -0.040, 0.073, 0.085], "max_force_ha_per_bohr": 0.0252, "gap_ev": 10.01, "smiles": "COCCC[C@@]1(CC(N)(N)N)OC(=O)O[C@H]1Br", "lumo_energy_ev": 0.47}

---

Entry 4:
{"formula": "C3H2O2S", "method": "ωB97M-V with the def2-TZVPD basis set", "elements": ["H", "H", "O", "C", "C", "C", "S", "O"], "positions_angstrom": [[0.887, 0.174, -1.042], [-0.017, -1.030, -0.197], [2.099, 0.225, 1.323], [-1.160, 0.342, -1.351], [-0.099, -0.106, -0.810], [0.975, 0.103, 1.547], [-0.428, -0.312, 2.065], [-2.257, 0.603, -1.535]], "atomic_forces_ev_per_a": [[0.85, 0.92, -0.69], [-1.12, 0.69, -1.11], [-0.06, 0.60, -0.59], [-1.00, -0.78, 0.98], [2.91, -2.04, 0.25], [0.78, -0.76, 1.38], [-0.68, 0.34, 0.98], [-1.69, 1.05, -1.20]], "lowdin_charge": [0.054, 0.053, 0.126, -0.286, -0.100, -0.876, 0.834, 0.194], "max_force_ha_per_bohr": 0.0692, "relative_energy_kj_mol": 97.00, "gap_ev": 9.54, "smiles": "C=C=O.O=C=S", "lumo_energy_ev": 0.39}

---

The records above give, respectively, DFT total energy values of -6421.8755, -234.4693, -3392.9663, -664.1290 hartree.